Entry 1:
98
Properties=species:S:1:pos:R:3 method="wB97M-V/def2-TZVPD" e_above_lowest_kcal_mol=27.4 total_charge=+2 homo_ev="-13.1270 / -12.9114" spin_multiplicity=6 e_tot_ha=-13091.08987
Ru -0.25614 -0.27224 0.67611
C -5.80635 1.61648 -1.77931
N -4.52032 1.99521 -2.38225
C -4.62555 2.85149 -3.56952
P -3.24068 1.96973 -1.36605
O -2.98537 0.65814 -0.72466
O -2.01860 2.32598 -2.39575
P -0.65503 1.46736 -2.45519
O -0.04839 1.26989 -1.09494
N -1.03886 0.08613 -3.27290
C -2.27185 0.04978 -4.08253
C -0.68788 -1.18942 -2.65551
N 0.36326 2.32950 -3.38448
C 0.25371 2.34441 -4.84776
C 1.02604 3.50423 -2.80466
N -3.34193 3.19333 -0.29377
C -3.83161 4.51664 -0.68293
C -2.60677 3.17293 0.96656
H -6.27618 2.45217 -1.24934
H -5.65959 0.79337 -1.08173
H -6.47872 1.28531 -2.57042
H -5.33430 3.66765 -3.40887
H -4.98072 2.25993 -4.41518
H -3.65800 3.27478 -3.82732
H -2.42667 1.00569 -4.57802
H -3.15043 -0.17588 -3.47586
H -2.15848 -0.71430 -4.84972
H 0.38901 -1.28684 -2.53701
H -1.03141 -1.99618 -3.30175
H -1.17626 -1.32928 -1.68346
H -0.06500 1.36998 -5.20936
H 1.23732 2.55558 -5.26594
H -0.44146 3.11213 -5.20026
H 1.16475 3.36442 -1.73541
H 0.45493 4.42065 -2.97411
H 2.00624 3.61730 -3.26808
H -4.36860 4.46908 -1.62727
H -3.00547 5.22514 -0.79004
H -4.51465 4.89464 0.07941
H -2.16935 2.19357 1.12617
H -3.28124 3.38547 1.79853
H -1.80594 3.91994 0.96229
C 2.31591 -3.34341 -0.07338
N 2.18443 -2.12398 0.75413
P 0.82994 -1.96430 1.78986
C -0.07960 -3.52253 1.84755
C -0.83228 -3.90969 0.73425
C -1.64526 -5.02718 0.79961
C -1.74191 -5.74330 1.99191
C -1.00459 -5.35758 3.09884
C -0.16952 -4.24789 3.03205
C 1.53864 -1.68851 3.42058
C 2.67383 -2.42891 3.75714
C 3.26934 -2.24552 4.99357
C 2.74855 -1.31457 5.88644
C 1.62005 -0.58118 5.55481
C 1.00914 -0.76756 4.32048
P 2.11728 -0.57614 -0.07362
C 2.59568 0.58749 1.25787
C 1.70862 1.63252 1.53581
C 1.93954 2.49873 2.59812
C 3.07243 2.33670 3.37718
C 3.98797 1.33217 3.07462
C 3.75649 0.46705 2.01774
C 3.55682 -0.59255 -1.15763
C 4.72379 -1.26897 -0.80326
C 5.84142 -1.16332 -1.61624
C 5.79542 -0.39341 -2.77388
C 4.62926 0.26814 -3.13014
C 3.50269 0.16720 -2.32619
H 2.04893 -4.21254 0.52143
H 3.34582 -3.45679 -0.40124
H 1.67642 -3.32969 -0.96400
H -0.77111 -3.34218 -0.18551
H -2.20922 -5.33862 -0.06994
H -2.39726 -6.60436 2.05114
H -1.08049 -5.91514 4.02297
H 0.40934 -3.95400 3.89785
H 3.08554 -3.14353 3.05348
H 4.14155 -2.82611 5.26480
H 3.23209 -1.16051 6.84364
H 1.21125 0.13863 6.25318
H 0.12603 -0.20151 4.06870
H 0.89111 1.86586 0.86009
H 1.25218 3.31261 2.79576
H 3.25164 3.00064 4.21515
H 4.89200 1.22679 3.66201
H 4.47683 -0.30987 1.79426
H 4.75825 -1.87461 0.09382
H 6.75148 -1.68435 -1.34432
H 6.67351 -0.31560 -3.40264
H 4.59767 0.86112 -4.03644
H 2.58601 0.67910 -2.59907
Se -3.48470 -2.79534 5.12644
Sb -4.00960 -1.68532 3.01839
Se -5.54763 0.18176 3.28559
Se -4.99792 -3.20122 1.35459
Se -1.83124 -0.59864 2.16391


Entry 2:
91
Properties=species:S:1:pos:R:3 method="wB97M-V/def2-TZVPD" e_above_lowest_kcal_mol=13.1 total_charge=-1 homo_ev=-4.8318 spin_multiplicity=1 e_tot_ha=-11731.89552
Ti -0.72146 0.85296 1.01055
O -2.14349 5.03320 -2.26083
C -2.04244 3.98588 -3.12790
C -2.27320 4.22060 -4.47733
C -2.19482 3.17060 -5.38108
C -1.89865 1.88598 -4.94393
C -1.65485 1.66281 -3.59435
C -1.70470 2.70478 -2.68235
C -1.34020 2.48489 -1.23216
O -1.01839 1.20204 -0.92068
N -2.50416 2.94741 -0.38531
N -2.18493 2.40447 0.84205
C -2.96484 2.03607 1.78336
C -2.20634 1.20616 2.71589
Br -2.03589 -1.51492 0.58509
C -2.63527 0.89884 3.94527
C -3.79290 1.47987 4.65291
C -4.53538 0.68755 5.53448
C -5.64054 1.19151 6.19937
C -6.02790 2.51254 6.01010
C -5.28782 3.32018 5.15862
C -4.17969 2.81280 4.49531
H -2.25234 4.66416 -1.36340
H -2.51896 5.22548 -4.79667
H -2.37631 3.35858 -6.43253
H -1.85411 1.06561 -5.64917
H -1.40258 0.68229 -3.20843
H -0.52512 3.17782 -0.96812
H -3.35497 2.50669 -0.73962
H -4.05333 2.16772 1.75762
H -2.12449 0.11632 4.50494
H -4.24046 -0.34546 5.68031
H -6.20485 0.55166 6.86714
H -6.88982 2.91080 6.53054
H -5.56577 4.35813 5.02042
H -3.58321 3.46292 3.86755
C 3.81847 -1.73533 -1.69554
As 2.44786 -1.12424 -0.41612
C 1.36952 -2.76322 -0.54330
C 3.41498 -1.58090 1.23963
C 4.78444 -1.84633 1.22714
C 5.47192 -2.13867 2.39583
C 4.79463 -2.17640 3.60512
C 3.43628 -1.90166 3.63114
C 2.73948 -1.59200 2.46539
As 0.83091 -1.13513 2.57532
C 0.14889 -2.88687 3.10636
C 0.84602 -0.27243 4.33856
H 4.18001 -2.73464 -1.45023
H 4.65752 -1.04099 -1.73780
H 3.35316 -1.75785 -2.68121
H 1.94638 -3.63261 -0.22655
H 1.07206 -2.87838 -1.58658
H 0.45512 -2.66222 0.04092
H 5.33384 -1.82383 0.29543
H 6.53679 -2.33493 2.35837
H 5.31983 -2.40985 4.52329
H 2.91317 -1.91708 4.58078
H 0.73140 -3.29333 3.93412
H 0.18097 -3.56245 2.25401
H -0.89372 -2.75857 3.39434
H 0.78579 -1.00281 5.14629
H -0.00109 0.40918 4.38281
H 1.76111 0.30865 4.44085
C 1.60479 3.97156 0.87886
C 1.57574 2.79193 1.86133
C 2.95465 2.12439 1.87548
C 1.22619 3.31954 3.25712
N 0.57688 1.85227 1.43699
H 2.36361 4.70658 1.16688
H 0.63039 4.46472 0.86253
H 1.81930 3.61188 -0.12889
H 3.73436 2.83870 2.15610
H 3.18049 1.72866 0.88251
H 2.98104 1.29183 2.58330
H 1.96699 4.04968 3.59816
H 1.17917 2.50150 3.97470
H 0.24484 3.79711 3.23266
C 1.81624 3.48638 -4.25324
As 1.87241 2.20098 -2.76196
C 1.70551 0.60643 -3.89990
C 3.83582 2.14279 -2.59242
H 2.48553 3.18940 -5.06306
H 2.09761 4.47806 -3.89703
H 0.79149 3.53510 -4.62685
H 2.55138 0.53319 -4.58620
H 0.78060 0.67826 -4.47021
H 1.65577 -0.28645 -3.27753
H 4.31382 1.99729 -3.56311
H 4.10935 1.32309 -1.92683
H 4.19282 3.07301 -2.14888


Entry 3:
92
Properties=species:S:1:pos:R:3 method="wB97M-V/def2-TZVPD" total_charge=+2 homo_ev="-12.6548 / -12.6549" spin_multiplicity=7 e_tot_ha=-9148.23983
Eu 0.05034 -0.88803 0.75752
N -1.08896 1.02726 2.04479
C -1.93128 0.54699 3.13908
C -2.69765 1.37310 3.87049
C -3.37376 0.91633 5.06931
C -3.20209 -0.40778 5.47330
C -2.37466 -1.30534 4.66809
C -2.19652 -2.64630 5.06413
C -1.32451 -3.44366 4.34081
C -0.82024 -2.88395 3.15074
N -1.00615 -1.67247 2.71031
C -1.76111 -0.79826 3.50422
H -0.32571 1.50650 2.52582
H -1.59998 1.80956 1.55186
H -2.91528 2.39850 3.50374
H -3.93975 1.61940 5.66683
H -3.68631 -0.76443 6.36326
H -2.61391 -2.92949 6.01047
H -1.10667 -4.48115 4.62536
H -0.10127 -3.46408 2.48283
C 3.92771 -2.00437 -1.54888
As 2.05557 -1.44092 -1.50765
C 1.24055 -3.22089 -1.80979
C 1.83758 -0.70192 -3.28258
C 0.88032 0.46911 -3.45644
C -0.55068 -0.00652 -3.09499
C 1.25936 1.69159 -2.61886
As 0.80023 1.75109 -0.72253
C -0.26106 3.42792 -0.73853
C 2.39977 2.29709 0.17363
C 0.98450 0.88064 -4.89050
As 2.66094 1.61097 -5.90357
C 2.19873 3.45559 -5.57340
C 4.14340 1.34865 -4.60313
H 4.60095 -1.11731 -1.37343
H 4.09530 -2.46648 -2.50888
H 3.99954 -2.78383 -0.84891
H 2.02308 -3.84252 -2.31490
H 0.40252 -3.06847 -2.52447
H 0.95206 -3.65760 -0.86406
H 1.49619 -1.61086 -3.90401
H 2.78629 -0.50313 -3.70488
H -0.74215 -0.51262 -2.12813
H -0.96396 -0.56321 -3.95077
H -1.27220 0.80912 -3.08864
H 0.63603 2.47074 -3.07143
H 2.27382 2.00118 -2.92560
H 0.25733 4.22526 -1.17847
H -0.64062 3.64604 0.24833
H -1.13580 3.16603 -1.42035
H 2.94014 3.01106 -0.47371
H 2.99839 1.43168 0.55219
H 2.07168 2.77106 1.08708
H 0.21784 1.67765 -5.04373
H 0.71043 0.06090 -5.58683
H 2.93559 4.22664 -5.81418
H 2.01296 3.60520 -4.50522
H 1.20013 3.66676 -5.98310
H 4.55300 0.43821 -5.08428
H 3.95934 1.05584 -3.57944
H 4.95822 2.06102 -4.68868
C 3.42298 1.67158 5.08263
N 3.10230 0.67357 4.04815
C 3.84996 -0.45041 3.95654
C 3.52840 -1.50976 3.12740
C 2.35737 -1.35400 2.32848
O 1.87862 -2.23939 1.53968
N 1.69256 -0.18216 2.33523
C 1.98980 0.82945 3.17787
O 1.43381 1.88355 3.15384
H 3.50937 1.10512 6.00829
H 2.60083 2.41694 5.02911
H 4.44545 2.08922 4.83701
H 4.74798 -0.45519 4.58129
H 4.19486 -2.38776 2.98185
C -3.06279 -3.18032 -1.75135
C -2.98440 -1.97302 -0.88741
O -1.88390 -1.81048 -0.28237
C -4.09441 -1.03841 -0.70176
C -4.02195 0.00060 0.19311
C -5.06871 0.84711 0.39202
C -6.22347 0.70512 -0.35788
C -6.32880 -0.21745 -1.35351
C -5.25997 -1.13892 -1.50546
H -3.21090 -2.98399 -2.82663
H -3.83767 -3.80978 -1.32981
H -2.08352 -3.64144 -1.61840
H -3.10605 0.15079 0.80650
H -4.98453 1.52631 1.23794
H -7.01818 1.42422 -0.23700
H -7.17917 -0.28299 -2.02061
H -5.29340 -1.93720 -2.21201